Arrangement w

The following is a DFT calculation (ωB97M-V with the def2-TZVPD basis set) of a single C5H8S molecule.

The geometry in XYZ format:
```
14
Properties=species:S:1:pos:R:3:lowdin_charge:R:1
C -0.1108 0.6640 -1.7588 -0.073
C -0.2695 -0.3989 -0.7523 -0.379
C -0.3427 -1.7044 -0.5583 -0.396
S -0.6429 -1.8510 1.1979 0.841
C -0.3412 -0.0372 0.8015 -0.519
C 0.7505 0.4564 1.7253 -0.135
H 0.2572 1.5592 -1.2592 0.064
H -1.1424 1.0885 -2.1814 0.119
H 0.4636 0.4126 -2.6947 0.089
H -0.6178 -2.4762 -1.3484 0.094
H -1.2824 0.4826 0.9856 0.103
H 1.6627 -0.1480 1.7360 0.082
H 0.4508 0.6024 2.7275 0.064
H 1.1649 1.3500 1.3792 0.046
```

Computed properties:
- HOMO energy: -0.2966 Eh
- Charge: 0
- Structure (SMILES): CC1=CS[C@H]1C

***

Arrangement x

The following is a DFT calculation (ωB97M-V with the def2-TZVPD basis set) of a single C5H8S molecule.

The geometry in XYZ format:
```
14
Properties=species:S:1:pos:R:3:lowdin_charge:R:1
C 1.6438 0.3335 0.2661 -0.085
C 0.2643 -0.0035 0.0051 -0.304
C -0.0337 -1.4850 0.1055 -0.104
C -0.4997 1.0662 -0.4168 -0.167
C -1.8524 0.9092 -0.4349 -0.684
S -2.6796 -0.3576 0.0380 0.746
H 1.6782 0.7216 1.2534 0.082
H 2.0970 1.1276 -0.3603 0.099
H 2.2990 -0.6044 0.2632 0.105
H -0.8758 -1.5806 0.7727 -0.004
H 0.7793 -2.0084 0.6267 0.080
H -0.3038 -1.8869 -0.8503 0.090
H -0.0937 2.0348 -0.4311 0.099
H -2.4230 1.7336 -0.8375 0.047
```

Computed properties:
- HOMO energy: -0.2922 Eh
- Charge: 0
- Structure (SMILES): CC(C)=CC=S

***

Which structure wins on stability? arrangement w wins.

***

Arrangement w

The following is a DFT calculation (ωB97M-V with the def2-TZVPD basis set) of a 2-piece molecular cluster, C5H8S overall.

The geometry in XYZ format:
```
14
Properties=species:S:1:pos:R:3:lowdin_charge:R:1
C -0.7167 -0.1690 -0.4915 -0.350
C 1.8534 0.9170 -0.3982 -0.120
C 1.8321 -0.0267 0.8357 -0.131
C 0.9313 -0.1658 -0.3213 -0.781
C -2.7298 -0.3682 0.3010 0.075
S 0.2267 -1.5910 -1.1225 0.789
H -0.9836 0.3958 -1.3593 0.011
H 1.2607 1.9287 -0.2462 0.157
H 2.7884 0.8760 -0.8554 0.074
H 2.6058 -0.8854 0.9242 0.132
H 1.4128 0.3547 1.7829 0.099
H -2.6257 0.1127 1.2844 0.026
H -2.7628 -1.4658 0.2445 0.024
H -3.0927 0.0869 -0.5786 -0.005
```

Computed properties:
- HOMO energy: -0.3007 Eh
- Charge: 0

***

Arrangement x

The following is a DFT calculation (ωB97M-V with the def2-TZVPD basis set) of a single C5H8S molecule.

The geometry in XYZ format:
```
14
Properties=species:S:1:pos:R:3:lowdin_charge:R:1
C 1.5863 -1.4279 -1.0461 0.026
C 0.7662 -0.6361 -0.3618 -0.487
C -0.3153 -1.2790 0.3615 -0.239
C -1.0747 -0.1152 1.1532 -0.459
S -0.8556 1.2950 0.0490 0.813
C 0.8559 0.8403 -0.3163 -0.445
H 1.2284 -2.4559 -1.4235 0.098
H 2.4581 -1.0356 -1.5818 0.060
H -0.9615 -1.8411 -0.3864 0.139
H 0.0778 -2.0140 1.0689 0.111
H -0.5206 0.1417 2.1512 0.104
H -2.1556 -0.2837 1.3022 0.068
H 1.4503 1.1767 0.6185 0.110
H 1.2022 1.2986 -1.2756 0.099
```

Computed properties:
- HOMO energy: -0.3147 Eh
- Charge: 0
- Structure (SMILES): C=C1CCSC1

***

Which structure wins on stability? arrangement x wins.

***

Arrangement w

The following is a DFT calculation (ωB97M-V with the def2-TZVPD basis set) of a 2-piece molecular cluster, C5H8S overall.

The geometry in XYZ format:
```
14
Properties=species:S:1:pos:R:3:lowdin_charge:R:1
C 2.6449 0.2426 1.4494 -0.104
C -0.9343 0.0922 0.8137 -0.091
C 2.1951 0.1597 0.1924 -0.096
C -0.4791 -0.3347 -0.4107 -0.408
C -2.8940 -0.3471 -2.0882 -0.379
S -1.5558 -1.2216 -1.6195 0.857
H 3.7319 0.3826 1.7412 0.061
H 2.0370 0.3092 2.3205 0.015
H -1.7121 -0.4397 1.3587 0.056
H -0.3768 0.7828 1.3892 0.029
H 2.9906 0.4489 -0.5718 0.067
H 1.0678 0.0986 -0.1990 -0.024
H -3.3467 0.3052 -1.3313 0.017
H -3.3685 -0.4784 -3.0446 -0.002
```

Computed properties:
- HOMO energy (alpha / beta): -0.3112 / -0.3001 Eh
- Charge: 0

***

Arrangement x

The following is a DFT calculation (ωB97M-V with the def2-TZVPD basis set) of a single C5H8S molecule.

The geometry in XYZ format:
```
14
Properties=species:S:1:pos:R:3:lowdin_charge:R:1
C -2.5153 0.8656 0.0409 0.040
C -1.7262 -0.2184 -0.1928 -0.231
C -0.2783 -0.2122 -0.3804 -0.643
C 0.2551 -1.6156 -0.2685 0.005
S 0.7513 1.1647 -0.5343 0.854
C 2.3472 0.7278 0.1817 -0.408
H -3.5326 0.7770 0.1738 0.024
H -1.9570 1.7933 0.1837 0.047
H -2.0562 -1.1986 -0.3033 0.063
H 1.3156 -1.9213 -0.4001 0.036
H -0.4359 -2.3784 0.2766 0.076
H 2.9536 0.0132 -0.3412 0.021
H 1.9714 0.4457 1.1767 0.030
H 2.9074 1.7572 0.3872 0.084
```

Computed properties:
- HOMO energy (alpha / beta): -0.2920 / -0.2920 Eh
- Charge: 0
- Structure (SMILES): C=CC(=C)SC

***

Which structure wins on stability? arrangement x wins.

***

Arrangement w

The following is a DFT calculation (ωB97M-V with the def2-TZVPD basis set) of C5H8S as an isolated structure.

The geometry in XYZ format:
```
14
Properties=species:S:1:pos:R:3:lowdin_charge:R:1
C -1.2050 -0.1176 -0.5291 -0.259
C -1.5909 -1.2650 -0.9625 -0.019
C 0.1754 -0.1473 0.1258 -0.888
C 0.2132 0.2678 1.5601 -0.138
C 1.2556 0.5749 -0.6842 -0.100
S 0.3763 -2.0171 0.0435 0.719
H -1.8858 0.7356 -0.6315 0.116
H -2.2465 -1.4534 -1.7868 0.055
H 1.1922 -0.1718 2.0055 0.119
H -0.7886 -0.0514 2.0406 0.110
H -0.0046 1.3158 1.4751 0.067
H 0.9252 1.5215 -0.7758 0.030
H 1.3443 0.0532 -1.6619 0.092
H 2.2391 0.7547 -0.2188 0.095
```

Computed properties:
- HOMO energy: -0.3170 Eh
- Charge: 0

***

Arrangement x

The following is a DFT calculation (ωB97M-V with the def2-TZVPD basis set) of a single C5H8S molecule.

The geometry in XYZ format:
```
14
Properties=species:S:1:pos:R:3:lowdin_charge:R:1
C 0.8485 -1.3649 0.1688 -0.427
S 2.0785 0.0185 -0.0558 0.787
C 0.7308 1.3872 -0.0866 -0.379
C -0.4279 0.6088 0.3857 -0.372
C -1.6584 -0.0780 -0.0874 -0.056
C -0.3588 -0.6729 -0.3963 -0.374
H 1.1602 -2.2277 -0.4693 0.079
H 0.7882 -1.6409 1.2556 0.088
H 1.0001 2.1766 0.6093 0.065
H 0.7034 1.8025 -1.1122 0.084
H -0.3525 0.3979 1.4797 0.145
H -2.3508 -0.2454 0.7743 0.127
H -2.0280 0.3138 -1.0176 0.104
H -0.1333 -0.4756 -1.4482 0.129
```

Computed properties:
- HOMO energy: -0.3137 Eh
- Charge: 0
- Structure (SMILES): C1SC[C@H]2C[C@H]12

***

Which structure wins on stability? arrangement x wins.